109
Properties=species:S:1:pos:R:3:forces:R:3:lowdin_charge:R:1 method="wB97M-V/def2-TZVPD" de_lowest_kcal_mol=83.6 total_charge=-2 s2=0.78 homo_lumo_gap_ev="5.016 / 3.480" spin_multiplicity=2
I 6.7447 -4.8110 3.1264 -0.1105 0.0617 -0.0906 -0.801
Rb -0.0879 -1.5314 -1.3743 -0.0422 0.2069 -0.0331 0.824
S 2.9695 -0.2783 -2.2288 0.5990 -0.1348 0.7227 0.970
Si -2.8267 1.0859 0.4632 -0.6511 -0.2491 0.3080 0.582
O 2.1148 0.2330 -1.1157 -0.0369 0.0743 -0.0967 -0.586
O -4.7943 -0.1958 -3.8683 0.0807 0.4466 0.3814 -0.136
O 2.2536 -2.9829 0.0093 1.9623 -3.8844 -2.9399 -0.202
O 0.4183 -0.8665 -3.9773 -0.0741 -0.7132 -1.9092 -0.378
O -0.5184 -1.6056 -5.7927 1.5474 0.5002 1.1246 -0.182
N -3.7955 0.6305 -3.9006 0.3026 -1.0462 -1.0007 -0.222
N 3.8970 -4.2917 0.6954 0.1375 -3.0466 -4.9556 0.156
N 1.6435 -0.8666 2.2995 2.5603 0.0942 0.3079 0.059
N 2.4608 1.7732 3.5994 -0.2411 -0.9592 0.3758 0.003
N 0.5441 -1.2541 -5.2035 -1.3547 0.1053 0.6341 -0.275
N -2.5390 -1.8027 0.3629 -0.2570 -0.1449 0.3892 -0.268
C -2.6764 1.8086 2.2805 0.4261 -1.0165 -1.1846 -0.220
C -2.7377 2.6410 -3.2745 0.3072 0.3768 0.4458 -0.079
C 2.4859 -1.4261 3.3973 -0.5573 -0.6221 0.3161 -0.249
C -4.4783 2.0019 -0.0370 1.3113 1.0057 0.1969 -0.262
C -2.0567 -1.8495 2.8492 -0.3813 1.0649 0.6846 -0.147
C 3.0448 1.2740 -4.3698 0.0879 0.8314 0.3791 -0.063
C 2.5457 -4.8552 -1.4718 0.2184 -2.0776 -1.8015 0.131
C 3.3235 2.4066 -5.0829 -0.2864 1.0887 -0.2628 -0.066
C -3.4823 3.1598 4.0867 -1.7496 0.0508 0.2848 -0.135
C 3.3042 0.8433 4.3742 -0.5736 -0.0457 0.0139 -0.298
C 4.5466 -0.8582 -0.0387 1.5534 -0.0474 -1.1422 -0.072
C 2.6473 -0.5106 4.5934 0.4521 0.1114 0.8496 -0.226
C 4.5366 1.9835 -2.5773 -0.7685 1.9611 -0.1720 -0.058
C 6.5822 -1.9698 -1.6772 -0.3224 0.5039 -0.0819 -0.086
C 4.7232 3.1560 -3.3144 3.0086 0.1485 2.5043 -0.095
C -1.6542 2.3479 -4.0680 -0.6266 -0.4209 -0.0230 -0.063
C -2.7324 0.3018 -4.7150 -1.5053 1.4207 1.5496 -0.009
C 5.5228 -1.2799 -2.2537 -0.4559 -0.6765 1.4458 -0.089
C -5.5093 4.1367 -0.5741 0.9576 1.5215 -0.5570 -0.119
C -3.5801 -0.7635 0.4402 1.6171 1.0603 -0.9577 -0.228
C -1.7064 1.1749 -4.8142 0.5299 0.4969 0.0360 -0.067
C -2.2468 3.2833 4.6301 1.0040 0.7436 1.2601 -0.124
C -3.1390 -2.9544 2.8401 -0.1412 1.3051 -1.8553 -0.196
C -5.7517 1.4874 0.0346 -0.1150 -1.3565 0.0046 -0.141
C -3.0781 -3.1720 0.2775 0.0597 0.1109 0.3083 -0.188
C 3.6067 1.1629 -3.1123 -0.4592 -2.7417 0.0784 -0.355
C -1.5231 -1.6796 1.4336 -0.6038 -1.2471 -0.8419 -0.296
C 4.5068 -0.8123 -1.4231 -0.3810 0.2172 -0.8753 -0.376
C -6.8445 2.2441 -0.2764 -1.8312 0.2316 -0.2776 -0.105
C 3.0509 -4.1070 -0.3592 -5.5977 7.0845 5.1664 -0.412
C -6.7675 3.6241 -0.5428 0.8926 -3.2559 0.9070 -0.100
C 6.6646 -2.0595 -0.2942 -0.7393 1.8273 0.2102 -0.075
C -2.9931 -3.8965 1.6628 0.8628 -1.1604 -1.2244 -0.178
C -3.7894 1.7816 -3.1944 -1.4634 -1.2005 -0.1498 -0.033
C -3.7090 2.3632 2.9822 -1.6921 0.6521 -0.8262 -0.117
C -1.3155 1.3299 -0.4175 1.0652 0.9074 0.8144 -0.277
C 4.1897 3.3319 -4.5445 0.2048 0.3299 0.2240 -0.114
C -4.3773 3.3714 -0.3874 -0.5240 -1.7536 0.3900 -0.116
C -1.4208 1.9241 2.8703 -0.3650 -0.7236 -0.5472 -0.125
C 5.7188 -1.3784 0.5121 -0.2175 -1.3454 -0.6403 -0.060
C -1.2035 2.5741 4.0418 1.3679 1.2387 0.8058 -0.099
H 3.6034 1.1958 5.3726 -0.2872 0.4919 -0.3061 0.099
H 5.8258 -1.4707 1.5731 0.1267 0.1259 0.5132 0.080
H -2.8054 -0.6377 -5.1722 0.0170 -0.9718 -0.6173 0.107
H -3.7655 -4.6787 1.6657 0.1161 0.1212 0.2405 0.099
H -2.7479 3.4953 -2.6231 0.0655 0.2137 0.0431 0.096
H 5.4110 -1.2372 -3.3068 -0.0353 0.1660 -0.9033 0.099
H -0.8007 2.9731 -3.9812 0.6937 0.3462 -0.4050 0.098
H 7.3205 -2.3629 -2.3519 0.3920 -0.3296 0.1045 0.093
H -1.1888 1.1798 -1.5024 -0.0120 0.1774 0.5973 -0.068
H -7.7861 1.6684 -0.3323 0.1858 0.7916 0.1891 0.101
H -2.4222 -0.8675 3.2699 0.0660 -1.0058 -0.4967 0.116
H -5.9614 0.4313 0.2899 0.4336 0.6109 -0.1832 0.105
H -0.9567 0.8661 -5.4875 1.0598 -0.0863 -0.4157 0.078
H -7.6347 4.1753 -0.5611 -1.7401 1.3810 -0.5423 0.064
H -2.5929 -3.7525 -0.5211 0.6320 -0.0635 0.3270 0.099
H 5.4579 3.8927 -2.8554 -1.1163 -0.6750 -0.8700 0.124
H 3.0490 2.5215 3.2792 0.0637 0.3401 -0.3347 0.047
H 1.8732 -1.3809 1.4643 0.1629 -0.0831 -0.4569 0.019
H -4.3639 3.6695 4.4782 0.3500 0.0761 0.2295 0.095
H -1.9996 -4.4649 1.7405 -1.1925 0.8069 -0.1248 0.128
H 4.8671 1.8970 -1.5601 0.3511 -0.2634 0.1899 0.120
H 2.3221 0.5625 -4.6572 -0.7903 -0.7605 -0.4693 0.067
H -4.2773 -0.8981 1.2400 -0.6995 -0.2622 0.7551 0.057
H 3.2755 -0.9660 5.3959 -0.3353 -0.3216 -0.7672 0.117
H 0.6833 -1.0110 2.4212 -1.5280 -0.1644 0.7230 0.016
H 1.5293 -4.7644 -2.0164 1.8429 0.8909 1.6073 0.100
H -1.2565 -2.1562 3.5465 -0.0437 0.0823 -0.3941 0.109
H -0.4912 1.9609 0.1059 -1.4246 -1.1072 -1.1172 -0.007
H 7.5221 -2.4497 0.1913 0.5243 -0.7080 0.3233 0.078
H -0.8384 -2.5030 1.2806 0.3998 -0.5140 -0.1655 0.090
H 4.3724 -5.1198 0.3861 1.5204 -0.3586 1.9791 0.078
H -4.7422 2.3722 2.5746 0.7382 -0.2246 0.2343 0.107
H -4.1498 -2.5597 2.8245 -0.1587 0.4039 -0.0554 0.104
H -4.6941 1.8476 -2.5920 0.4028 0.4054 -0.0926 0.125
H -3.0707 -3.5127 3.6957 0.1745 -1.3915 2.3505 0.068
H -2.0880 3.9807 5.4825 0.0072 -0.7171 -0.5969 0.102
H -3.3863 3.7385 -0.5169 0.5830 0.6193 0.0554 0.081
H 3.0543 -5.7530 -1.9672 -0.1589 1.3918 1.2127 0.076
H 4.4757 4.2499 -4.9844 -0.2503 0.7679 -0.9925 0.089
H 3.8927 -3.8672 1.6088 0.0392 0.0844 -0.2665 0.068
H -0.6064 1.4740 2.3691 0.9626 -0.3621 -0.4592 0.071
H 4.2102 0.6810 3.8238 0.9569 -0.3594 -0.2120 0.090
H 2.1828 1.1921 2.7909 -0.0932 0.7050 0.1948 0.047
H -0.9511 -0.8219 1.1561 0.1814 1.2060 0.5622 0.033
H -4.1163 -0.7831 -0.5124 -0.2005 -0.0696 0.0188 0.077
H -5.4016 5.1828 -0.8243 0.1509 0.2792 0.0866 0.094
H 1.6757 -0.4296 5.0608 -0.4733 0.5296 0.1682 0.100
H 3.4924 -1.6962 3.0511 -0.2954 0.1091 -0.4291 0.101
H 3.7325 -0.4175 0.4760 -0.5981 0.1913 0.7677 0.080
H 2.0411 -2.3522 3.8260 0.2707 0.1599 -0.4350 0.110
H -0.1499 2.6824 4.3666 -0.7770 -0.1798 0.0827 0.095
H -4.0883 -3.1409 -0.1575 -0.0868 0.2880 0.7317 0.114
H 2.7522 2.7869 -5.9049 -0.1648 -0.6939 -0.8516 0.104